Entry 1:
Here is a structure of composition C37H40FInNO14P2 from the Open Molecules 2025 dataset. Energies are from ωB97M-V/def2-TZVPD.

Properties
Maximum force (eV/A): 1.0
Energy (eV): -95639.036
HOMO energy (eV): -3.60

The geometry in ORCA input format:
```
! RIJCOSX wB97M-V def2-TZVPD def2/J DEFGRID3
* xyz -1 1
P 2.4617 4.2354 6.9859
C -1.6908 1.6148 -10.0613
O 5.2556 2.8679 1.8854
H 2.4991 2.2898 8.3873
H -3.2876 2.5857 -8.9178
C 3.4515 -1.0786 7.9429
O -8.2706 -1.9446 -9.8185
H 1.4516 -0.6616 2.8668
H -0.1230 1.5144 2.0460
N 0.7112 1.2702 2.5527
O 3.7472 5.2918 6.5555
C -2.7539 -2.2762 -5.4947
H 1.5398 1.4007 1.9934
H 1.4190 -2.3185 0.9139
C 0.3230 1.3891 5.3226
C 2.9423 -0.1062 -1.3339
H 6.9160 -0.6457 8.2097
H 2.2811 -2.3278 9.1902
H 4.5775 4.9001 6.8748
C -9.7846 -3.4916 -8.8997
C 3.2597 -1.9388 8.9398
C -9.9942 -4.4701 -8.0242
H 6.5089 2.3217 4.1763
P 4.8118 3.1877 3.2460
H -6.8023 -4.6555 -6.5958
C -8.9074 -4.9493 -7.1329
C 5.7440 -1.8976 9.4548
H 0.0202 0.5118 -10.8698
O -4.7605 -3.1335 -6.3774
H 2.7752 -0.2090 -3.4434
O -1.8143 -2.2117 -2.0804
C 5.9381 -1.0375 8.4589
O 1.2530 -2.3052 -3.5484
H 0.7844 -0.3508 -8.6590
C 0.7357 4.4849 3.4923
O -0.4426 0.1982 -6.4435
C -0.0858 0.2841 -8.7667
H -0.4313 6.2831 3.8038
C -2.0094 1.4907 -7.6315
C -2.4891 -2.4254 -3.0620
H -6.4105 -2.8299 -8.2282
O 4.3328 4.6950 3.3100
C 2.5138 -0.6285 -2.4801
C -0.8126 0.6208 -7.5176
C -2.0115 -2.0453 -4.4153
C 4.8062 -0.5620 7.6247
C 0.5175 5.8566 4.1250
C -4.0816 -2.9220 -5.3909
C 3.6288 2.0855 3.9525
H 6.5532 -2.2586 10.0769
H -0.2483 4.0726 3.2726
H 4.1429 1.6152 4.7854
H -4.1489 -3.3444 -1.9612
C -3.8210 -3.0752 -2.9572
H 1.2980 6.5194 3.7631
C -7.3712 -3.3168 -8.1289
C 1.6432 -1.8280 -2.5004
C -7.5816 -4.2961 -7.2535
C 1.6888 -1.9037 -0.0488
H -0.6826 1.6702 5.0283
H 3.4034 1.2947 3.2525
H 0.6225 -3.2939 -1.2384
H -1.0367 -1.5763 -4.4705
C 0.6409 -0.0268 3.2083
H 1.7374 -0.2366 5.0657
C 0.7381 0.0480 4.7459
C -0.4937 0.7445 -9.9460
C 3.2971 2.9072 7.9905
H 0.5377 5.8128 5.2066
C 2.5632 -0.7042 -0.0284
O 2.9514 -0.2216 1.0096
H 3.5779 0.7696 -1.2914
H 3.8842 3.3302 8.7977
C -4.5596 -3.3042 -4.0391
C 4.3899 -2.4165 9.7722
O 4.9735 0.2224 6.7197
In 1.7713 3.0106 4.8442
H 2.6418 -0.7139 7.3215
H -10.9539 -4.9601 -7.9184
H 0.0814 -0.7277 5.1525
C -2.4175 1.9508 -8.8111
H -5.5340 -3.7741 -3.9878
O 6.0856 3.1924 4.2544
H 3.7417 4.8659 4.0644
H 3.8998 2.2757 7.3471
H -10.5609 -3.1261 -9.5599
O -9.1013 -5.8428 -6.3357
O -2.0598 2.0354 -11.1359
H -2.5226 1.7237 -6.7071
H -2.4254 -2.0068 -6.4903
H 0.2823 1.2847 6.4086
H -0.2672 -0.5438 2.9062
O 4.2180 -3.2032 10.6805
F 1.3699 4.6604 2.2346
C -8.4562 -2.8379 -9.0199
C 1.2643 -2.4242 -1.1967
*
```


Entry 2:
Here is a structure of composition C37H40FN8O3ReSb from the Open Molecules 2025 dataset. Energies are from ωB97M-V/def2-TZVPD.

Properties
⟨S²⟩: 0.782
Maximum force (eV/A): 2.0
Energy (eV): -68429.817
HOMO energy (spin up / spin down) (eV): -17.63 / -17.49

The geometry in ORCA input format:
```
! RIJCOSX wB97M-V def2-TZVPD def2/J DEFGRID3
* xyz 4 2
C 2.4135 -1.2920 6.2217
C -2.2071 1.7062 -3.2425
H -5.1559 5.4487 -7.1573
C 5.3476 -2.6397 1.2430
H -2.2919 2.7221 -5.8110
C -0.8232 1.4314 0.2152
H -5.6767 3.1403 -4.3709
C 0.5908 -1.8730 4.7724
C -3.0336 5.1221 0.4652
C 4.2520 -4.4662 2.9665
H -3.3775 4.5880 -1.9722
H 3.8099 -6.4459 3.7202
H -1.8900 6.2608 -0.9957
H -0.6865 -3.4806 4.1806
N 1.3109 -1.4090 3.7097
O 0.7799 0.8795 2.5116
N 3.5608 -3.3513 2.6983
H 2.8310 -1.2290 7.2200
C -2.9081 2.9397 -3.2209
H 3.1979 -6.0740 0.9822
C -2.2135 6.3285 0.0446
C 0.3295 -4.5015 1.5505
H -1.3527 -3.2163 1.6354
H 2.6406 -5.1802 4.1931
H -1.6285 3.9917 2.2655
C -0.1179 1.9243 2.5951
C 1.1440 -1.8176 6.0363
H -5.6545 3.9426 -6.7601
H -1.3383 -2.4809 5.4724
N -3.5937 3.4510 -4.3224
F -2.2402 0.9634 -4.3552
C -1.5906 3.4024 1.3566
N 1.9998 -3.9902 -0.0983
H 6.9949 -4.0167 1.0272
H -2.9136 4.9929 -6.4715
C -2.2334 3.1342 -0.8850
H 1.9449 -6.6979 -0.0714
H -0.0542 -5.1914 2.2917
H -3.3200 5.1835 1.5111
C 2.5449 -0.3752 -2.5714
H 4.1437 -0.4367 5.2453
Sb 3.3371 -0.4365 1.9454
H -1.3292 6.4364 0.6738
H 0.9826 -0.3055 -1.1035
O -0.2113 2.5529 3.5981
C -4.9618 3.9483 -4.1595
H -3.9535 5.0280 -0.1019
C 1.3688 -2.8816 -0.3540
H 6.0305 -5.6384 2.6328
C 2.5713 -0.9169 3.8866
C 3.6922 -5.4001 4.0048
O -0.2327 0.2630 0.1767
H -6.2639 5.4602 -5.0062
C 4.1300 -2.4415 1.8773
C -0.3629 -3.3756 1.2170
C 5.4923 -4.7342 2.3729
Re 0.5576 -0.8906 1.8464
C 3.0544 -2.4781 -2.1489
H -4.5597 5.9481 -4.8981
C -1.5173 1.9248 -0.9449
H -3.9501 2.1476 -5.9651
C 1.4832 -4.8440 0.7947
N -4.9872 4.6767 -6.5087
H 4.1879 -1.3761 -3.6780
C 2.1160 -6.1787 0.8794
H 1.7095 -6.7836 1.6852
H -3.4508 3.8251 -7.6942
H -5.1458 4.2707 -3.1400
H -1.0774 0.2459 -2.2524
H -0.5711 -1.9023 -0.3505
C 0.1414 -2.4752 0.2295
N 1.7181 -0.8131 -1.6252
C -0.8544 2.2279 1.3538
C -3.3312 3.0116 -5.6936
C -5.2353 5.1169 -5.0878
C -0.7715 -2.4538 4.5449
C -3.5789 4.1549 -6.6661
H 3.4459 -3.4823 -2.0917
H 2.4813 0.6425 -2.9279
N -2.2728 3.8416 0.3169
C -2.8915 3.6255 -2.0190
N 2.0205 -2.1018 -1.3554
H -1.3485 -1.8717 3.8215
C 3.1480 -0.8399 5.1245
H -2.8151 7.2304 0.1593
H 4.2321 -5.2726 4.9465
H 5.7724 -1.8858 0.5889
C 3.4070 -1.4056 -2.9349
C 6.0342 -3.8287 1.4900
H 0.5638 -2.1731 6.8780
C -1.5394 1.2206 -2.1632
*
```


Entry 3:
Here is a structure of composition C37H40Li2O17S from the Open Molecules 2025 dataset. Energies are from ωB97M-V/def2-TZVPD.

Properties
Maximum force (eV/A): 16.2
Energy (eV): -85063.139
HOMO energy (eV): -7.02

The geometry in ORCA input format:
```
! RIJCOSX wB97M-V def2-TZVPD def2/J DEFGRID3
* xyz 0 1
C -6.7233 -1.4166 -1.1448
H -1.4204 2.0823 -0.8140
H 2.7526 -3.9816 1.7378
Li 2.5225 1.9856 -0.5515
C -4.1006 2.0222 5.5387
C 3.8028 -1.2126 3.2214
C 0.8404 -0.6445 -3.4957
C -0.9804 4.3791 -3.2086
H 2.7115 0.2854 2.2370
H -6.5809 -3.3436 -1.7553
O 0.9395 1.0081 -0.3017
C -6.1375 -0.3217 -0.7081
C 1.3215 -1.8996 -3.8386
C -1.7484 2.8294 3.9937
C 2.5200 -1.9126 -4.6834
H 3.4824 -1.8555 -2.1721
H 1.2892 -1.6695 6.2149
C 3.1455 -2.0833 5.3825
H 1.5214 -1.5627 0.2999
O 2.4243 -1.6187 0.1600
H 2.9360 -2.8361 -4.8133
C -2.0110 3.3444 5.2641
H -0.4034 2.8160 2.4173
H -2.4015 1.5693 2.5273
H -8.3589 -0.6061 -1.4468
H 3.2740 -2.6512 6.2355
C 3.2024 -0.7421 -5.0906
H -2.0061 1.0684 -2.9918
H 4.7996 -1.6988 -6.0717
O -0.7092 3.1105 3.1996
C 4.0970 -5.2560 -1.0615
C 2.3641 4.1525 1.3672
C 2.7399 -0.3631 3.1309
H -4.2270 -3.5176 -1.3176
H 0.4400 0.6297 3.2800
H -3.9742 0.4547 -0.3679
C 3.0365 -3.9180 0.7261
C 1.7743 -0.5582 4.1760
O 5.0695 -2.9458 4.2863
H 0.8600 -2.9453 -3.6058
O -5.0870 1.5202 6.2871
H -1.4915 4.1655 5.6644
H -0.6912 5.2177 -2.5854
H 1.6682 4.5736 2.1387
H 1.4827 2.2694 1.7216
O -2.6000 -1.4338 -0.6041
O -1.3008 0.7975 -0.0739
H -4.4987 0.6370 3.8162
C -1.2302 3.2924 -5.4617
C -3.7937 1.5280 4.2626
O 4.2890 -0.8705 -5.8020
C -0.8679 4.4413 -4.6287
C -4.6796 -0.2956 -0.5893
C 4.0438 -4.0868 -1.9019
C -2.6819 1.9530 3.4610
O -1.5106 2.9989 -1.3669
C -3.1148 2.9176 6.0075
O 0.6228 0.1982 4.0752
H 3.3979 1.3424 -4.5819
H -2.1118 -0.6874 -0.5309
C -1.6452 2.1090 -4.8714
O 0.1143 1.2231 1.7770
C 1.9503 -1.3695 5.3316
C 4.0716 -2.0466 4.3195
H -6.5508 0.5557 -0.2885
C 1.6024 0.5102 -3.7386
H 3.4099 -6.0578 1.0345
C -1.8385 2.0263 -3.4717
H -0.4235 5.3066 -4.9980
O -0.2297 -0.5002 -2.7343
O -8.0734 -1.4880 -1.2797
H -1.7669 1.1372 -5.4151
H 1.2933 1.6012 -3.5203
Li -0.5748 -2.6348 1.1836
O -1.1054 3.3288 -6.7982
C 3.0564 -2.7838 -0.1187
H 1.9775 4.5706 0.4622
C -1.4997 3.1715 -2.6601
C -4.0120 -1.4505 -0.8091
H 5.0971 -6.2326 -2.3912
C 3.5541 -5.2306 0.2371
O 2.3649 2.7203 1.4729
H 3.2597 4.4913 1.6194
H 4.2327 -3.9625 -2.9438
H 5.4259 -3.2403 5.1521
O 0.0685 -0.9430 0.6657
H -5.9778 1.9549 6.3397
C 3.4490 -2.8255 -1.4150
H 4.5123 -1.3169 2.5612
H -0.1431 -0.0057 -1.9434
C -6.0596 -2.6995 -1.4644
C -4.7275 -2.7002 -1.1970
S -0.0807 0.4799 0.5398
O 4.6540 -6.3972 -1.5313
H -0.9106 4.2264 -6.9614
H -3.2368 3.3675 7.0824
C 2.8332 0.4500 -4.4911
*
```